i | Here is a 3-piece molecular cluster, C4H6O2 overall from the Open Molecules 2025 dataset. Energies are from ωB97M-V/def2-TZVPD.

Geometry (Å):
O (-1.21124, -0.21843, -1.27292)
C (-0.40202, -0.84622, -0.41877)
C (0.41965, -1.81770, -0.20777)
C (0.09894, -0.91986, 0.98150)
C (-0.48494, 2.38807, 0.96877)
O (-1.22237, 2.36398, 0.10159)
H (-1.55927, 0.57885, -0.85123)
H (1.54764, 0.97854, -1.05399)
H (0.94727, -2.70377, -0.51546)
H (0.84944, -0.20796, 1.34777)
H (-0.55403, -1.29217, 1.78051)
H (1.57092, 1.69667, -0.85999)

Calculated values
- E_LUMO: 0.880 eV
- Orbital gap: 9.675 eV

---

ii | Here is C4H6O2 as an isolated structure from the Open Molecules 2025 dataset. Energies are from ωB97M-V/def2-TZVPD.

Geometry (Å):
C (-0.98670, 0.37523, -0.86880)
C (0.46163, 0.61360, 0.23415)
C (0.37816, -0.35745, 1.37089)
O (0.21253, -1.43446, 0.44283)
C (0.75277, -0.52197, -0.60964)
O (1.24811, -0.75873, -1.66728)
H (-1.76248, 0.45595, -0.13528)
H (-0.92568, 1.16827, -1.60837)
H (-1.22020, -0.55109, -1.45932)
H (0.96587, 1.58931, 0.35861)
H (-0.32078, -0.25229, 2.21023)
H (1.40893, -0.37437, 1.76263)

Calculated values
- E_LUMO: 0.879 eV
- Orbital gap: 10.855 eV

---

Least stable: i

---

i | Here is C4H6O2 as an isolated structure from the Open Molecules 2025 dataset. Energies are from ωB97M-V/def2-TZVPD.

Geometry (Å):
O (1.94544, 0.08056, -0.89176)
C (0.71080, 0.39813, 0.56070)
C (-0.59459, 0.99028, 0.07957)
C (-1.03668, -0.32917, -0.56062)
C (-0.35908, -0.66009, 0.77478)
O (-1.03439, 0.49274, 1.40777)
H (2.25671, -0.82555, -0.73310)
H (1.90869, 0.54638, 0.25496)
H (-0.83964, 2.02124, -0.17184)
H (-2.11750, -0.50161, -0.60123)
H (-0.50709, -0.62499, -1.46711)
H (-0.33268, -1.58793, 1.34788)

Calculated values
- E_LUMO: 0.753 eV
- Orbital gap: 10.119 eV

---

ii | Here is one molecule with the formula C4H6O2 from the Open Molecules 2025 dataset. Energies are from ωB97M-V/def2-TZVPD.

Geometry (Å):
C (-0.45030, 0.13866, -1.55576)
C (-0.39087, 0.08013, -0.00752)
C (0.19115, -1.09425, 1.13618)
O (-0.53405, -1.53542, 1.97992)
C (0.61864, 0.90308, 0.68824)
O (1.67883, 1.31129, 0.28091)
H (-1.01481, 1.02732, -1.90317)
H (0.53679, 0.22050, -2.01819)
H (-0.97647, -0.71977, -1.98087)
H (-1.38722, 0.18004, 0.42701)
H (1.29545, -1.25791, 1.16722)
H (0.43287, 0.74632, 1.78603)

Calculated values
- E_LUMO: -0.182 eV
- SMILES string: CC(C=O)C=O
- Orbital gap: 9.672 eV

---

Least stable: i